(1)
Formula: C35H56BeN6O3P
Source: the Open Molecules 2025 dataset
Level of theory: ωB97M-V/def2-TZVPD

Computed properties:
Charge   +1
E_LUMO   -3.2 eV
Kohn-Sham gap   6.356 eV

The geometry in XYZ format:
```
102
Properties=species:S:1:pos:R:3:forces:R:3
Be 0.0214 -0.2042 0.7950 0.0764 0.1561 0.2343
N 1.6161 0.6115 1.3220 -0.0686 0.1512 0.0643
N 1.6503 0.3487 2.7113 -0.0762 0.0628 0.0123
C 0.4554 0.1077 3.3009 0.0818 -0.1262 -0.1481
N 0.4115 -0.1678 4.5900 0.0502 0.0506 -0.0074
N -0.5559 0.2084 2.4349 -0.1519 -0.0752 0.1083
N -1.8588 0.2607 2.8887 0.1074 0.7847 0.1058
O -2.1043 0.0745 4.0691 -0.1205 -0.2222 -0.1780
O -2.6716 0.5951 2.0554 0.0585 -0.2599 0.1141
H 2.4235 0.1761 0.8904 -0.0319 -0.0875 -0.0821
H 1.6314 1.6317 1.1838 -0.0250 -0.0333 0.0277
H 2.5167 0.0595 3.1309 0.0226 -0.0177 0.0318
H 1.2444 -0.1528 5.1525 0.0025 0.0012 -0.0008
H -0.4941 -0.3400 5.0013 -0.0255 -0.0193 0.0209
C -4.2565 1.4616 -5.7302 0.0020 0.0173 -0.0071
C -3.6252 1.4479 -4.3703 -0.0342 -0.0475 -0.1150
C -3.5114 2.6091 -3.6219 -0.0141 -0.0030 0.1033
C -2.9419 2.6038 -2.3575 -0.1101 0.0022 -0.1003
C -2.8866 3.9198 -1.6223 0.0214 0.0126 0.0261
C -2.4236 1.3874 -1.8525 0.1678 0.0116 0.0827
C -1.6497 1.4852 -0.6430 0.0538 0.1440 0.1463
O -0.7362 0.7254 -0.3005 -0.0551 -0.4282 -0.4292
C -2.5895 0.1747 -2.5797 -0.0104 0.0719 0.0467
C -2.3129 -1.1897 -2.0102 0.0156 -0.0103 -0.0454
C -3.1798 0.2445 -3.8241 -0.0099 -0.0084 0.0224
H -4.5140 2.4710 -6.0438 0.0045 0.0000 -0.0009
H -5.1669 0.8599 -5.7326 0.0019 -0.0046 0.0055
H -3.5818 1.0288 -6.4700 0.0007 0.0012 -0.0001
H -3.8892 3.5399 -4.0271 -0.0012 0.0052 0.0052
H -1.9232 4.4159 -1.7594 0.0286 -0.0156 0.0292
H -3.0704 3.8257 -0.5535 -0.0254 -0.0167 -0.0007
H -3.6513 4.5832 -2.0217 0.0274 0.0153 -0.0140
H -1.8270 2.3497 0.0025 -0.0706 0.0466 0.0040
H -1.4271 -1.2560 -1.3903 0.0321 0.0520 0.0996
H -2.2236 -1.9172 -2.8166 -0.0210 0.0080 0.0044
H -3.1659 -1.4915 -1.3961 0.0187 -0.0062 0.0175
H -3.3263 -0.6721 -4.3839 0.0090 0.0033 -0.0075
C -0.1685 6.6397 0.5324 0.0133 0.0422 -0.0297
C -0.3853 5.2819 1.1932 -0.0125 0.0540 0.1060
P 0.9682 4.0444 1.0351 0.0736 -0.1448 -0.0234
C 1.4209 4.1640 -0.7554 -0.0053 0.0845 -0.0821
C 2.0377 2.8816 -1.3120 0.0445 -0.0720 0.0026
C 2.3668 4.9142 1.8553 0.0113 0.0864 0.0081
C 3.6596 4.1048 1.8140 0.0214 -0.0460 0.0080
H -1.0177 7.2989 0.7160 -0.0108 -0.0249 0.0059
H -0.0519 6.5506 -0.5486 -0.0007 -0.0093 0.0126
H 0.7176 7.1414 0.9203 0.0029 -0.0024 0.0063
H -1.2989 4.8165 0.8172 -0.0078 -0.0345 -0.0488
H -0.5470 5.4027 2.2687 -0.0019 0.0037 -0.0094
H 2.0906 5.0134 -0.9170 -0.0187 0.0009 0.0130
H 0.5050 4.3927 -1.3089 -0.0095 -0.0280 0.0153
H 2.9565 2.6126 -0.7850 0.0023 0.0035 0.0093
H 2.2966 2.9886 -2.3658 -0.0094 0.0228 -0.0025
H 1.3448 2.0402 -1.2306 -0.0054 0.0248 -0.0020
H 2.0657 5.0853 2.8925 -0.0023 -0.0050 -0.0021
H 2.5244 5.8969 1.4048 0.0003 -0.0142 -0.0156
H 3.5286 3.1290 2.2908 -0.0013 0.0029 -0.0090
H 4.4654 4.6183 2.3378 -0.0117 0.0141 0.0078
H 3.9960 3.9362 0.7901 0.0030 0.0099 -0.0110
C -4.1312 -2.6086 2.6052 -0.0430 -0.0141 -0.0160
C -2.6807 -2.9899 2.4914 0.0009 -0.0045 -0.0422
C -2.1355 -4.0005 3.2735 -0.0008 -0.0078 0.0251
C -0.7895 -4.3306 3.1629 0.0436 0.0045 -0.0286
C -0.1923 -5.4340 3.9955 -0.0033 -0.0227 0.0192
C 0.0205 -3.6228 2.2810 -0.0103 -0.0187 0.0070
C -0.4933 -2.6026 1.4704 0.1303 0.0299 0.0429
C -1.8593 -2.3276 1.5861 -0.0597 -0.1133 -0.0183
N 0.2820 -1.7751 0.6321 -0.0316 -0.0406 -0.0784
C 1.2840 -2.3642 -0.2722 0.0046 -0.0340 -0.0863
C 1.5037 -1.3941 -1.4522 -0.0113 0.0317 0.0501
C 2.5127 -1.9394 -2.4656 -0.0138 -0.0204 0.0011
C 1.9845 -3.2586 -3.0332 -0.0313 0.0096 -0.0171
C 1.7873 -4.2536 -1.8882 -0.0011 0.0029 -0.0020
C 3.1281 -4.5017 -1.1932 0.0315 -0.0228 -0.0213
C 3.6677 -3.1824 -0.6341 -0.0272 0.0061 -0.0123
C 3.8555 -2.1804 -1.7741 0.0376 0.0152 -0.0103
C 2.6638 -2.6221 0.3781 -0.0387 0.0293 0.0653
C 0.7866 -3.6880 -0.8765 -0.0155 -0.0698 0.0268
H -4.6847 -3.3236 3.2123 0.0178 -0.0026 0.0073
H -4.6038 -2.5641 1.6225 0.0073 0.0099 0.0022
H -4.2396 -1.6231 3.0638 -0.0013 0.0056 0.0026
H -2.7657 -4.5431 3.9690 -0.0048 0.0039 -0.0015
H -0.9301 -5.8716 4.6664 -0.0072 0.0107 -0.0039
H 0.6367 -5.0649 4.6023 0.0044 -0.0021 -0.0006
H 0.2001 -6.2323 3.3630 -0.0059 0.0037 -0.0054
H 1.0713 -3.8767 2.2373 -0.0305 0.0051 0.0164
H -2.2938 -1.5692 0.9440 0.0121 -0.0369 -0.0563
H 1.8592 -0.4168 -1.0975 0.0085 0.0121 0.0639
H 0.5450 -1.2093 -1.9424 0.0134 -0.0174 -0.0133
H 2.6364 -1.2111 -3.2717 0.0010 -0.0054 -0.0025
H 2.6845 -3.6591 -3.7717 0.0138 -0.0047 0.0131
H 1.0339 -3.0890 -3.5489 0.0001 0.0022 -0.0005
H 1.4010 -5.1966 -2.2822 -0.0065 0.0018 -0.0026
H 3.8461 -4.9251 -1.9014 -0.0034 -0.0006 -0.0004
H 3.0044 -5.2305 -0.3866 -0.0041 0.0090 0.0122
H 4.6240 -3.3592 -0.1349 0.0005 0.0078 0.0015
H 4.5849 -2.5613 -2.4940 -0.0006 -0.0017 0.0014
H 4.2555 -1.2358 -1.3852 -0.0091 -0.0101 0.0012
H 3.0620 -1.6888 0.8020 0.0024 0.0447 -0.0075
H 2.5654 -3.3136 1.2150 0.0118 -0.0123 -0.0249
H 0.6154 -4.4204 -0.0836 0.0095 0.0289 -0.0285
H -0.1840 -3.5084 -1.3508 0.0030 0.0034 -0.0137
```
Positions in Å, forces in eV/Å.

Here are the Mulliken charges for atoms 1 to 4, given in e: -1.025 0.266 -0.423 0.419

***

(2)
Formula: C17H35EuN5O2PS2
Source: the Open Molecules 2025 dataset
Level of theory: ωB97M-V/def2-TZVPD

Computed properties:
Charge   +1
E_LUMO (spin up / spin down)   -3.1 / -3.1 eV
Kohn-Sham gap (spin up / spin down)   6.783 / 7.381 eV
Expectation value of S²   15.76
Multiplicity   8

The geometry in XYZ format:
```
63
Properties=species:S:1:pos:R:3:forces:R:3
Eu 0.5647 -0.2987 -0.0700 0.2982 -0.0590 -0.2569
C -2.1292 -4.1935 3.6921 -0.0819 0.0236 0.0501
S -0.6936 -4.4525 2.6338 0.0980 0.1277 0.0329
C -0.1950 -2.8261 2.1991 -0.1858 -0.4402 0.0420
S 1.2192 -2.8261 1.2064 0.0558 -0.0440 0.0360
N -0.8967 -1.8340 2.6624 0.1664 0.3041 -0.1833
N -0.4398 -0.5978 2.2270 -0.1892 0.0064 0.6003
C -0.6363 0.3593 3.0505 0.0976 -0.2331 -0.1413
C -0.1441 1.7162 2.7787 0.0666 0.0947 -0.0155
C -0.3281 2.6982 3.7491 0.0665 -0.0406 -0.1505
C 0.2405 3.9476 3.5625 -0.0333 -0.0798 0.0117
C 0.9885 4.1677 2.4191 0.0048 0.0314 0.0091
C 1.1016 3.1404 1.4950 -0.0255 0.0105 -0.0283
N 0.5417 1.9417 1.6409 -0.1403 -0.0229 0.1753
H -2.1536 -5.0200 4.3992 -0.0067 -0.0289 -0.0278
H -3.0529 -4.1800 3.1174 0.0202 0.0213 -0.0269
H -2.0255 -3.2556 4.2292 0.0382 -0.0154 0.0184
H -1.0838 0.1622 4.0224 -0.1086 -0.0061 -0.0308
H -0.8965 2.4663 4.6388 -0.0073 0.0096 0.0270
H 0.1130 4.7231 4.3049 0.0112 0.0297 -0.0005
H 1.4751 5.1147 2.2351 0.0014 0.0091 -0.0017
H 1.6714 3.3019 0.5872 0.0027 -0.0226 -0.0013
N 2.9561 0.0564 1.3027 -0.1964 0.0635 -0.0651
C 4.1817 -0.0714 0.5152 0.1045 -0.0511 -0.0315
C 4.0211 -1.1683 -0.5211 0.0355 0.0140 0.0397
N 2.9184 -0.8506 -1.4539 -0.0773 0.0027 -0.0325
H 3.0133 0.8338 1.9496 0.0311 -0.0321 0.0011
H 2.7904 -0.7898 1.8462 0.0378 0.0246 0.0091
H 5.0664 -0.2907 1.1219 -0.0324 -0.0167 0.0008
H 4.3737 0.8830 0.0145 -0.0130 -0.0160 -0.0093
H 3.7723 -2.1080 -0.0233 -0.0039 0.0298 0.0078
H 4.9703 -1.3161 -1.0429 -0.0146 0.0178 -0.0065
H 2.7763 -1.6483 -2.0655 0.0422 0.0019 0.0165
H 3.2073 -0.0900 -2.0651 0.0187 -0.0313 0.0046
C -2.0590 -2.8792 -0.5231 0.1152 -0.0611 0.1286
O -0.9836 -2.1967 -1.1637 0.0329 0.2759 -0.1535
C -0.4568 -2.9008 -2.2782 -0.0132 -0.0312 0.0495
C 0.0124 -1.9024 -3.3432 0.0304 -0.0769 -0.0396
O -0.7732 -0.7352 -3.3929 -0.1374 -0.0156 0.0243
C -2.1080 -0.9792 -3.8268 0.0154 0.0244 -0.0449
H -2.9025 -2.9812 -1.2109 0.0108 -0.0074 -0.0095
H -2.3559 -2.2824 0.3376 -0.0144 -0.0032 -0.0259
H -1.7380 -3.8621 -0.1707 -0.0109 0.0151 -0.0073
H -1.2229 -3.5683 -2.6809 -0.0398 0.0523 0.0087
H 0.3843 -3.5298 -1.9622 -0.0339 -0.0172 0.0039
H 0.0314 -2.4173 -4.3120 0.0417 0.0142 0.0089
H 1.0269 -1.5560 -3.1457 -0.0184 0.0050 0.0451
H -2.4147 -2.0111 -3.6549 0.0203 -0.0153 0.0190
H -2.2004 -0.7625 -4.8936 -0.0023 -0.0098 -0.0077
H -2.7786 -0.3334 -3.2654 0.0099 0.0132 -0.0012
C -2.3006 2.2970 -2.6980 -0.0510 -0.0297 -0.0489
P -1.1975 2.0377 -1.2637 -0.0756 0.1219 -0.0089
C -1.8735 3.3050 -0.1040 -0.0002 0.0301 0.0203
C 0.3218 2.8363 -1.9388 0.0994 0.0336 -0.0447
H -2.3508 3.3542 -2.9631 0.0151 0.0109 0.0159
H -3.3066 1.9499 -2.4610 -0.0033 0.0041 -0.0074
H -1.9290 1.7355 -3.5529 0.0004 -0.0021 -0.0072
H -2.6989 3.8413 -0.5723 0.0073 0.0001 -0.0026
H -1.1114 4.0331 0.1694 0.0169 -0.0096 0.0094
H -2.2401 2.8389 0.8098 -0.0033 -0.0067 -0.0082
H 0.2647 3.9259 -1.9329 -0.0376 0.0013 -0.0253
H 0.4483 2.5034 -2.9706 -0.0036 -0.0140 0.0091
H 1.2247 2.5442 -1.3944 -0.0516 0.0152 0.0273
```
Positions in Å, forces in eV/Å.

Here are the Mulliken charges for atoms 1 to 4, given in e: 1.090 -0.764 -0.011 0.396

***

(3)
Formula: C27H37BI2N6O5PPb
Source: the Open Molecules 2025 dataset
Level of theory: ωB97M-V/def2-TZVPD

Computed properties:
Charge   +1
E_LUMO (spin up / spin down)   -7.7 / -7.7 eV
Kohn-Sham gap (spin up / spin down)   1.896 / 1.889 eV

The geometry in XYZ format:
```
80
Properties=species:S:1:pos:R:3:forces:R:3
Pb 0.0550 0.2159 -0.2633 0.8602 0.0778 -0.5951
I -8.1531 -0.0126 2.2223 0.4505 0.1109 -0.1721
C -6.2768 0.5241 1.5913 -0.4426 0.1360 0.2387
C -5.8579 1.8590 1.7703 0.0715 -0.0442 -0.0534
C -4.6073 2.2075 1.3616 -0.1775 1.0557 0.3548
I -3.9285 4.1365 1.6124 -0.0533 -0.5319 -0.1129
C -3.6939 1.2186 0.7263 1.0577 0.1433 -0.2637
O -2.5876 1.5441 0.3439 -0.7839 -0.0105 0.1573
C -4.1874 -0.1676 0.5774 -0.3870 -0.6566 -0.1066
C -3.3593 -1.2274 -0.0904 0.2898 -0.1640 0.1559
N -2.0255 -1.3880 0.4752 -0.3414 0.0308 0.2614
C -2.0045 -1.7326 1.8942 0.1694 0.0788 -0.0361
C -1.1927 -0.7810 2.7569 0.1319 0.1199 0.0885
C -1.3475 -0.8349 4.1383 -0.1156 -0.0688 -0.0535
C -0.5960 -0.0008 4.9426 0.0417 0.0606 0.0344
C 0.2999 0.8796 4.3496 -0.0724 -0.0683 0.1832
C 0.4058 0.8741 2.9782 0.0338 0.0773 -0.2815
N -0.3241 0.0635 2.1941 -0.1552 -0.1676 0.1643
C -5.4390 -0.4636 1.0046 0.2057 -0.2061 -0.1550
H -6.5165 2.5866 2.2231 -0.0247 -0.0496 0.0054
H -3.9304 -2.1615 -0.0477 -0.0800 -0.0057 -0.0569
H -3.2355 -0.9784 -1.1458 -0.0220 0.1082 -0.1546
H -1.5239 -2.0834 -0.0703 0.1202 0.0085 -0.0060
H -3.0203 -1.7360 2.2945 -0.0692 -0.1108 0.0497
H -1.6095 -2.7400 2.0453 0.0221 -0.0236 -0.0484
H -2.0539 -1.5366 4.5664 0.0390 0.0220 0.0128
H -0.7078 -0.0333 6.0190 0.0177 -0.0068 -0.0222
H 0.9102 1.5487 4.9398 -0.0076 -0.0071 -0.0310
H 1.0976 1.5346 2.4664 -0.0283 -0.0666 -0.0192
H -5.8155 -1.4736 0.8963 -0.0142 0.0495 0.0243
B 3.6132 2.3284 0.1267 1.8075 0.7279 -0.8079
N 3.4838 0.8682 0.5416 0.3744 -0.9727 0.4732
C 4.5903 0.1486 0.8787 -0.6180 0.7876 -0.2549
C 4.2041 -1.1066 1.2621 -0.5509 -0.4319 0.1077
C 2.8089 -1.0943 1.1225 0.2450 -0.3421 0.2221
N 2.3847 0.0929 0.6899 0.0087 0.0764 -0.1158
N 2.3499 3.1458 -0.0249 -0.7801 0.7691 0.1775
C 2.3249 4.5070 -0.0599 0.3030 -0.8626 0.1090
C 1.0339 4.9097 -0.2663 -0.7288 -0.1402 -0.1062
C 0.3055 3.7069 -0.3506 -0.0845 0.3692 -0.0573
N 1.1100 2.6563 -0.2112 0.2940 0.1662 0.1724
H 4.2605 2.3749 -0.9355 -0.4560 -0.1680 0.2025
H 4.3633 2.8982 0.9145 -0.3977 -0.1359 0.0677
H 5.5690 0.6000 0.8235 -0.1166 0.0342 0.0037
H 4.8271 -1.9224 1.5880 -0.0333 0.0373 -0.0243
H 2.0998 -1.8963 1.2719 0.0877 0.0668 -0.0196
H 3.2328 5.0766 0.0598 -0.0292 -0.0939 0.0197
H 0.6573 5.9161 -0.3473 0.0502 -0.0522 -0.0111
H -0.7547 3.5551 -0.5167 0.1143 0.0451 0.0263
C -1.1032 -3.1752 -4.6369 0.0172 -0.0067 0.1233
C -1.2786 -1.8055 -3.9901 0.0615 -0.0845 -0.0462
C -2.7516 -1.4304 -3.9844 -0.0633 0.0688 0.0911
C -0.4731 -0.7383 -4.7187 0.0439 0.0016 0.0606
O -0.8691 -1.8084 -2.5836 -0.1683 0.1569 0.0070
P 0.3069 -2.7296 -1.9482 0.3620 0.0582 -0.4666
O -0.0374 -4.1552 -1.9024 -0.1275 -0.1417 0.1220
O 0.5703 -2.0343 -0.6078 -0.1752 0.1814 0.2166
O 1.4780 -2.3783 -2.9803 -0.0333 0.0436 0.2721
C 2.9039 -2.6540 -2.8367 0.2106 -0.0031 -0.0250
C 3.5681 -1.3644 -2.3679 -0.2053 -0.0302 -0.0080
C 3.3721 -3.0176 -4.2349 -0.0288 -0.0382 -0.0584
C 3.1737 -3.7999 -1.8699 -0.2611 0.0259 0.0193
H -1.4587 -3.1234 -5.6666 0.0022 -0.0019 -0.0065
H -1.6715 -3.9336 -4.0973 0.0208 0.0172 -0.0276
H -0.0579 -3.4804 -4.6429 -0.0355 0.0179 -0.0253
H -3.1586 -1.5218 -4.9920 -0.0139 0.0298 0.0262
H -2.8927 -0.3943 -3.6593 0.0156 -0.0562 0.0539
H -3.3093 -2.1018 -3.3281 -0.0108 -0.0222 -0.0279
H -0.8568 -0.6083 -5.7326 0.0115 -0.0103 0.0250
H 0.5769 -1.0202 -4.7691 -0.0261 0.0275 -0.0098
H -0.5563 0.2168 -4.1920 0.0051 -0.0331 -0.0423
H 3.3825 -0.5638 -3.0886 0.0333 -0.0304 0.0462
H 4.6461 -1.5048 -2.2665 -0.0534 0.0169 0.0017
H 3.1582 -1.0727 -1.4002 0.0931 0.0133 -0.0614
H 3.1624 -2.1999 -4.9268 0.0190 -0.0210 0.0001
H 2.8581 -3.9135 -4.5864 0.0251 0.0017 0.0078
H 4.4474 -3.2074 -4.2339 -0.0492 0.0179 -0.0125
H 2.8232 -3.5545 -0.8651 0.0678 0.0191 -0.0030
H 4.2460 -3.9914 -1.8318 0.0033 0.0087 0.0133
H 2.6567 -4.7044 -2.1909 0.0335 0.0013 -0.0133
```
Positions in Å, forces in eV/Å.

Here are the Mulliken charges for atoms 1 to 4, given in e: 1.583 0.357 -0.111 -0.454

***

Here are the calculated E numbers, same order: -2277.4926; -2940.9219; -2910.1096 (hartree).